1.
Density functional theory data (ωB97M-V/def2-TZVPD) for a 2-piece molecular cluster, C10H10BN3O2S overall at a distorted geometry.

spin multiplicity: 1
SMILES: OB(O)c1ccc2nsnc2c1.c1cc[nH]c1
HOMO-LUMO gap: 6.72 eV
LUMO energy: -1.6 eV

Atoms and positions in Å:
N 0.8092 5.2213 2.0422
C -1.1226 -1.8443 -2.0394
C -0.9114 -4.0289 -1.5459
C 0.8792 3.8120 1.4877
C -0.9068 -2.7692 -0.9899
H -1.1786 -0.7667 -1.9547
H 1.0038 -0.9802 2.9719
C 0.1603 1.0862 1.4816
O 0.3084 -1.4300 2.3767
H 2.6458 1.8431 -1.5353
H -2.2391 -0.8475 3.0821
C 1.8143 3.5305 0.1399
H -0.7850 -5.0058 -1.0987
C 0.0387 2.5652 2.1897
H -1.4260 -2.2515 -4.2237
H 1.1395 -0.2616 -0.3678
N 2.4665 4.8391 -0.2488
B -0.6166 -0.2866 2.0533
C 1.0933 0.8201 0.1192
H -1.1617 -4.6589 -3.5576
O -2.0997 -0.3695 2.1901
N -1.1163 -3.8961 -2.8945
H -0.6178 2.6897 3.1515
C -1.2514 -2.5676 -3.2039
S 1.8708 6.0624 0.8918
C 1.9680 2.0360 -0.5762
H -0.7649 -2.5410 0.0585



2.
Density functional theory data (ωB97M-V/def2-TZVPD) for C55H40N9O3PSr as an isolated structure at a distorted geometry.

spin multiplicity: 1
HOMO-LUMO gap (alpha / beta): 4.90 / 4.97 eV
LUMO energy (alpha / beta): -0.8 / -0.7 eV

Atoms and positions in Å:
C 2.4112 0.0281 2.8913
C 1.5614 1.7352 -4.0385
C -3.1613 -2.3911 1.0827
H 6.9213 -4.4584 -1.1328
N 1.2093 -5.0447 0.3217
H 6.8636 -4.5236 1.3249
H -6.3686 0.4513 -3.4113
C 3.4576 -1.2467 1.2087
C -1.9992 6.2918 0.8874
H 0.6168 3.2148 5.3976
C 3.5140 -1.1788 -1.0031
H 1.8220 2.5603 7.4793
C 2.3981 0.5414 4.2665
H -5.6731 -0.1354 1.4180
H 3.3066 0.7007 -7.2957
H 5.4213 -2.9298 -2.3992
H -4.6709 0.5586 -5.2036
H 3.8308 -5.3174 -1.7232
C 1.2869 2.4475 -5.1972
H -2.2648 0.4836 -4.6417
O 0.5297 -2.6298 0.8498
H 1.7313 2.5860 -7.2857
C 2.6464 -5.3268 0.1118
Sr 0.7074 0.1159 0.0498
C -2.0128 6.3112 -0.5117
H -2.1418 -2.4474 0.7243
C 6.2228 -3.8224 -0.6035
H 5.2974 -3.0614 2.5964
H 2.9396 -6.2085 0.6789
C -3.5431 1.6810 1.0093
N 0.2288 2.7448 2.5006
H -0.2030 -4.6801 -1.2171
C -4.9209 0.3241 -1.8394
H -3.7197 2.9355 4.1518
P -2.9874 0.1874 0.1795
C 1.2933 2.3705 5.4143
H 3.2338 -4.4800 0.4720
N 1.5364 0.7456 2.1411
C -3.4521 1.7335 2.4008
H 2.3620 -3.4553 -2.0743
H -3.2360 -4.4247 1.7560
C -5.0736 -3.3869 2.1421
H -2.4955 7.1335 -1.0249
C 1.9241 2.0532 -6.3632
C 0.5002 -2.8526 -0.4626
C -4.3592 0.4786 -4.1702
C -3.8002 2.8923 3.0737
H -5.5501 -4.2433 2.6012
C 5.3234 -3.0509 1.5145
H 3.7863 -0.6470 5.3994
C -3.8474 -1.1837 0.9784
C -1.4028 5.3071 -1.2493
C -3.9590 2.8048 0.2972
C -2.6088 0.3345 -2.5328
C 3.0901 0.1812 5.4130
C 2.4589 0.6625 -4.0436
C 2.5171 0.1719 -2.6621
C -3.0097 0.4354 -3.8582
C 4.5070 -2.1771 -0.6018
C -5.3161 0.4201 -3.1622
N 1.6688 0.9073 -1.8992
C -0.7956 4.2469 0.8458
C 1.9726 2.0010 6.5648
C 6.1904 -3.8595 0.7978
C 2.8039 -5.4767 -1.3982
N 3.2310 -0.9330 2.4878
H -1.5566 0.2973 -2.2808
C 1.5125 1.6219 4.2676
H 3.3809 0.6626 7.4775
H 1.4256 -4.6824 -2.9135
H -1.3891 5.3236 -2.3314
N 3.3282 -0.8045 -2.2712
C 1.8516 -4.4111 -1.9502
C 1.0088 1.7390 2.8927
C 1.0961 1.8715 -2.6532
H 0.7828 -3.5043 1.2451
C -4.2374 4.0007 2.3608
C -3.5634 0.2837 -1.5221
C 0.7553 -4.2960 -0.8608
N 0.3660 2.4038 0.1153
N 2.9056 -0.6928 0.1056
C 4.4741 -2.2165 0.7985
O -1.5065 -0.0293 0.2274
C 3.1042 0.2751 -5.2088
H 3.8043 -0.5500 -5.2008
H -5.6645 0.2817 -1.0524
H -4.6196 4.8374 0.4229
H 2.4915 -6.4765 -1.7106
H -3.0957 0.8707 2.9517
C 5.3903 -2.9763 -1.3179
C -0.7948 4.2733 -0.5528
H 0.5990 3.2827 -5.1779
N 0.2795 2.8482 -2.2518
H -3.9866 2.7840 -0.7844
C -5.7591 -2.1836 2.0446
H -6.7677 -2.1015 2.4276
H 0.6965 -5.9117 0.4075
C -3.7745 -3.4901 1.6652
C -4.3101 3.9611 0.9766
C -5.1471 -1.0813 1.4684
H -4.5060 4.9075 2.8874
C 2.8605 0.9194 6.5636
O 0.2758 -1.9662 -1.2537
H -1.3601 5.2369 2.6651
C -0.0439 3.0458 1.2322
H -2.4704 7.1004 1.4322
C -1.3852 5.2613 1.5832
C 2.8222 0.9796 -6.3685
C -0.0237 3.0985 -0.9802



3.
Density functional theory data (ωB97M-V/def2-TZVPD) for an isolated ion of composition C6H10NO and charge +1 at a distorted geometry.

spin multiplicity: 1
HOMO-LUMO gap: 8.34 eV
LUMO energy: -4.7 eV
net charge: +1

Atoms and positions in Å:
C 2.0682 -0.9333 -1.5213
C -0.9407 0.3642 0.8547
H 2.5486 -0.9496 -2.5947
H -0.4973 -1.4259 1.4307
H -1.5706 1.5455 -2.1731
C 0.8149 -0.3368 -1.1867
H -1.9768 -1.3384 0.6285
H -1.8736 -0.8306 2.3297
H 1.7615 -2.0053 -1.4742
C -0.9681 0.9465 -1.5108
C -1.3998 -0.9154 1.3815
O 0.1743 0.4526 -2.0051
N -1.3481 0.7282 -0.3177
H 2.8570 -0.8610 -0.8236
C -0.0805 1.2625 1.5905
H 0.8722 1.0697 1.2697
H -0.3777 2.2437 1.4613
H -0.0635 0.9834 2.6605